No. 1
This record from the OMol25 dataset describes C14H17N3O5PtS3 as an isolated structure in a non-equilibrium geometry. The level of theory is ωB97M-V/def2-TZVPD.

2S+1: 1
strongest force on any atom: 2.1 eV/A
energy relative to the best compared isomer or geometry (same formula, charge and spin): 152.1 kJ/mol
charge: -2
DFT total energy: -65255.6476 eV
HOMO-LUMO gap (spin up / spin down): 5.2 / 5.2 eV
highest occupied orbital energy (spin up / spin down): -0.4 / -0.4 eV

XYZ file:
```
43
Properties=species:S:1:pos:R:3:forces:R:3:mulliken_charge:R:1
Pt -1.1377 -1.8183 0.6277 1.881 0.967 0.224 1.33
O 2.0962 1.0474 0.9580 -0.011 -0.137 -0.024 -0.76
C 1.5484 -0.0710 1.0452 -0.096 0.253 -0.027 0.18
O 0.3248 -0.2404 1.3177 -0.120 -0.077 -0.143 -0.80
C 2.4612 -1.2781 0.8716 -0.033 -0.092 0.060 0.40
C 3.7242 -1.1335 1.4454 0.143 0.017 0.054 -0.65
C 4.7065 -2.1040 1.3502 -0.058 -0.018 -0.039 -0.54
C 4.4234 -3.2608 0.6335 0.102 0.029 -0.039 -0.44
C 3.1752 -3.4310 0.0713 -0.052 -0.057 -0.071 -0.67
C 2.1550 -2.4685 0.1839 0.206 0.158 0.158 0.72
S 0.6736 -2.8580 -0.6618 -1.454 0.576 0.633 -0.59
H 3.9259 -0.2044 1.9631 -0.023 0.024 -0.037 0.38
H 5.6789 -1.9599 1.8075 -0.015 0.026 0.020 0.34
H 5.1833 -4.0252 0.5044 -0.041 -0.038 0.033 0.32
H 2.9555 -4.3341 -0.4866 -0.031 -0.017 0.041 0.36
O -1.5506 -3.6336 2.1695 -0.477 -0.511 0.224 -0.62
S -2.9197 -3.1854 1.8365 -0.804 -1.793 0.379 1.11
O -3.9542 -3.9607 2.5105 0.012 0.130 -0.032 -0.70
O -3.1107 -3.1476 0.3616 -0.049 -0.311 0.142 -0.68
S -3.0047 -1.2623 2.4435 1.070 0.394 -0.917 -0.54
C -2.4163 3.6829 0.2157 0.080 -0.065 0.004 -0.69
C -2.4164 2.5149 1.1864 0.075 0.027 -0.016 -0.66
N -2.4837 1.3060 0.4023 -0.193 0.171 0.411 0.08
C -1.6408 1.0845 -0.6452 0.027 -0.516 -0.926 0.31
N -1.4893 -0.1247 -1.0851 -0.171 0.869 -0.206 -0.59
C -0.7553 -0.2566 -2.3307 -0.119 0.106 0.141 -0.86
C 0.4522 0.6687 -2.3229 -0.195 -0.143 -0.027 0.03
C -0.0788 2.0843 -2.2769 0.093 -0.058 -0.083 -0.89
N -1.1481 2.2122 -1.2952 0.023 0.139 0.241 0.20
C -1.1945 3.5217 -0.6698 -0.085 0.026 -0.011 -0.72
H -2.3758 4.6477 0.7274 0.024 -0.027 0.045 0.37
H -3.3255 3.6440 -0.3893 -0.020 0.022 0.003 0.30
H -3.2850 2.5334 1.8468 0.001 0.013 -0.009 0.40
H -1.5133 2.5503 1.8127 -0.012 0.003 0.011 0.32
H -2.6884 0.4594 0.9255 -0.008 -0.152 -0.157 0.00
H -1.4154 0.0011 -3.1768 0.037 -0.019 -0.025 0.31
H -0.4566 -1.2940 -2.4392 0.044 -0.040 -0.033 0.30
H 1.0934 0.5223 -3.1956 0.007 0.043 -0.008 0.37
H 1.0245 0.4643 -1.4186 0.132 -0.005 -0.044 -0.21
H -0.4757 2.3699 -3.2624 0.073 0.043 -0.003 0.29
H 0.7240 2.7867 -2.0261 -0.030 0.000 0.077 0.43
H -1.1985 4.2674 -1.4739 0.035 0.020 0.040 0.39
H -0.2915 3.6830 -0.0619 0.031 0.020 -0.066 0.36
```
Forces are in eV/Å.


No. 2
This record from the OMol25 dataset describes one molecule with the formula C14H17N3OS. The level of theory is ωB97M-V/def2-TZVPD.

2S+1: 1
strongest force on any atom: 0.7 eV/A
energy relative to the best compared isomer or geometry (same formula, charge and spin): 106.0 kJ/mol
DFT total energy: -32147.5964 eV
SMILES: CSc1ccccc1C(=O)NCCCn1ccnc1
HOMO-LUMO gap: 9.1 eV
highest occupied orbital energy: -8.5 eV

XYZ file:
```
36
Properties=species:S:1:pos:R:3:forces:R:3:mulliken_charge:R:1
C 2.5775 0.9939 0.4487 -0.085 -0.224 0.188 -0.69
H 2.4343 2.0584 0.6039 0.034 0.122 -0.012 0.36
H 3.6192 0.7258 0.5994 0.076 0.082 -0.037 0.35
H 2.2419 0.7067 -0.5432 0.034 0.064 -0.039 0.17
S 1.5617 0.1503 1.7015 0.200 -0.187 -0.073 -0.15
C 1.8336 -1.5442 1.1885 -0.170 0.614 0.179 0.40
C 2.7037 -2.3455 1.9088 0.014 -0.084 -0.030 -0.41
C 2.9205 -3.6535 1.5122 0.036 -0.077 0.025 -0.50
C 2.2694 -4.1578 0.3986 0.013 -0.054 -0.002 -0.64
C 1.3913 -3.3595 -0.3146 -0.087 0.080 -0.041 -0.27
C 1.1602 -2.0496 0.0819 0.242 -0.131 -0.062 -0.05
C 0.2221 -1.1703 -0.6964 -0.058 -0.343 0.387 0.10
O 0.5912 -0.4539 -1.6043 0.122 0.184 -0.307 -0.66
N -1.0603 -1.2716 -0.2894 -0.302 -0.093 0.096 -0.01
H -1.2739 -1.8570 0.5035 0.184 -0.009 -0.069 0.27
C -2.1347 -0.4749 -0.8378 -0.273 0.174 -0.054 -0.74
C -2.7203 0.4754 0.2079 0.295 0.047 -0.117 -0.65
H -3.0104 -0.0965 1.0922 -0.077 -0.015 0.033 0.38
H -3.6159 0.9445 -0.2033 -0.061 -0.010 0.068 0.37
C -1.7238 1.5645 0.6273 -0.268 -0.506 0.252 -0.04
N -1.5722 2.5715 -0.3856 0.083 0.267 -0.139 0.24
C -0.6724 2.6088 -1.3983 0.196 -0.076 -0.029 -0.16
N -0.8373 3.6519 -2.1631 0.370 0.078 -0.470 -0.67
C -1.8901 4.3310 -1.6384 -0.226 0.008 0.178 -0.49
C -2.3629 3.6770 -0.5388 -0.205 0.264 -0.043 -0.25
H -3.1634 3.9004 0.1371 -0.149 0.023 0.154 0.40
H -2.2364 5.2429 -2.0821 -0.137 0.193 -0.014 0.42
H 0.0774 1.8573 -1.5450 0.140 -0.297 0.083 0.48
H -2.0760 2.0473 1.5436 0.128 -0.021 -0.087 0.38
H -0.7478 1.1152 0.8305 -0.129 0.099 0.030 -0.35
H -2.9199 -1.1395 -1.2141 0.092 0.111 -0.052 0.29
H -1.7169 0.0874 -1.6762 -0.119 -0.106 0.021 0.41
H 0.8803 -3.7466 -1.1838 -0.039 -0.065 -0.089 0.48
H 2.4434 -5.1760 0.0850 0.016 -0.087 -0.028 0.39
H 3.6022 -4.2769 2.0709 0.055 -0.067 0.043 0.39
H 3.2047 -1.9369 2.7731 0.054 0.041 0.060 0.45
```
Forces are in eV/Å.


No. 3
This record from the OMol25 dataset describes one molecule with the formula C14H17N5O4 in a non-equilibrium geometry. The level of theory is ωB97M-V/def2-TZVPD.

2S+1: 1
strongest force on any atom: 4.9 eV/A
energy relative to the best compared isomer or geometry (same formula, charge and spin): 0.0 kJ/mol
DFT total energy: -30431.8828 eV
HOMO-LUMO gap: 7.6 eV
highest occupied orbital energy: -8.0 eV

XYZ file:
```
40
Properties=species:S:1:pos:R:3:forces:R:3:mulliken_charge:R:1
O 0.4317 -4.3425 0.9679 1.964 3.187 -0.824 -0.73
O 2.4859 -3.8730 1.7007 -0.151 2.150 -1.044 -0.77
N -2.2745 -0.5473 0.3817 -0.105 -2.865 -0.690 -0.64
N -0.3233 2.3027 -0.2102 -0.650 2.504 0.130 -0.60
O 3.5373 0.8659 0.3418 -0.829 -1.390 0.342 -0.70
O 2.9616 -1.2001 1.5320 0.185 -0.881 3.393 -0.70
C 1.4730 -3.5655 0.9966 -1.956 -4.005 2.062 0.44
C -3.2838 0.2166 0.1529 2.287 2.230 1.166 -0.27
C 0.8864 1.9118 -0.1704 -1.440 -3.788 0.444 -0.24
C -4.9441 3.9487 1.5212 -0.817 -1.694 0.935 -0.81
C -1.1542 0.1919 0.2360 1.184 -3.317 0.267 1.25
C -1.3631 1.4597 0.0080 -1.629 0.809 0.292 0.23
C -4.5884 2.7438 1.0465 0.358 2.961 -1.038 0.06
C 0.1437 -0.3417 0.0543 0.448 -2.902 -0.067 -0.38
N -2.7698 1.5173 0.0866 1.025 1.284 -1.484 0.16
N 1.2103 0.4827 -0.0295 -1.523 3.069 -0.196 0.03
N 0.2506 -1.6721 -0.1013 0.118 2.439 0.736 -0.23
C -3.5279 2.7111 -0.0739 -0.493 0.939 0.633 -0.58
C 2.9250 0.1203 -1.7560 -0.581 0.601 -2.402 -1.80
C 1.6591 -3.1699 -1.3564 0.137 0.321 -0.055 -1.76
C 2.5549 0.0451 -0.3577 2.310 -0.475 2.609 0.94
C 1.5078 -2.3574 0.0070 1.274 -1.841 -2.463 1.14
C 2.7387 -1.4025 0.2148 -0.214 -0.566 -1.098 -0.55
H 3.8268 0.2641 1.0981 -0.603 1.094 -0.687 0.38
H 3.0407 -2.1148 1.9873 -0.306 0.775 -0.889 0.45
H -4.3294 -0.0421 0.1627 0.001 0.128 0.025 0.42
H 1.7137 2.5467 -0.2265 1.127 0.861 -0.182 0.51
H -4.4394 4.8548 1.2612 0.248 0.338 -0.177 0.29
H -5.7667 4.0122 2.2585 0.572 0.117 -0.520 0.25
H -5.1673 1.8699 1.2886 0.155 -0.329 0.058 0.18
H -0.6191 -2.1884 -0.2284 0.327 -0.169 0.610 0.47
H -2.8306 3.6262 -0.1379 -1.137 -1.435 0.517 0.34
H -4.0111 2.6399 -1.0334 -0.453 0.245 -0.499 0.32
H 3.4257 1.0221 -2.0794 -0.217 0.723 0.440 0.43
H 3.6724 -0.6077 -1.9446 0.400 -1.003 -0.404 0.41
H 2.0568 0.0041 -2.4009 0.042 -0.401 -0.280 0.39
H 0.7163 -3.7443 -1.5820 1.065 0.640 0.354 0.39
H 2.4945 -3.8601 -1.2162 -0.237 -0.186 -0.036 0.43
H 1.9586 -2.5303 -2.2145 -0.478 -0.119 0.476 0.32
H 3.7210 -1.7977 -0.1853 -1.408 -0.051 -0.453 0.54
```
Forces are in eV/Å.


> Look up the strongest force on any atom of the second one.

0.7 eV/A


> energy relative to the best compared isomer or geometry (same formula, charge and spin) of number 1 (C14H17N3O5PtS3)?

152.1 kJ/mol


> Which value of 2S+1 does entry 3 give?

1


> Which value of energy relative to the best compared isomer or geometry (same formula, charge and spin) does entry 3 give?

0.0 kJ/mol